No. 1
{
  "formula": "CH4F2InNO5S2",
  "method": "wB97M-V/def2-TZVPD",
  "total_charge": 2,
  "energy_ha": -1656.67498,
  "relative_energy_ev": 0.7743,
  "e_lumo_ha": -0.574,
  "largest_force_ev_per_a": 9.6,
  "gap_ev": 4.00,
  "symbols": ["In", "N", "S", "O", "O", "F", "S", "O", "O", "F", "C", "O", "H", "H", "H", "H"],
  "positions_angstrom": [[-1.793, -2.485, -1.034], [-0.809, -0.472, 0.769], [0.382, -0.422, 1.768], [0.082, -0.524, 3.171], [1.520, 0.340, 1.331], [0.853, -1.923, 1.440], [-1.358, 1.093, 1.140], [-0.472, 2.196, 0.911], [-2.263, 1.167, 2.246], [-2.324, 1.112, -0.095], [1.006, 0.300, -1.759], [0.442, -0.938, -2.140], [1.898, 0.305, -1.100], [1.442, 0.711, -2.685], [0.288, 0.978, -1.308], [1.105, -1.436, -2.653]],
  "atomic_forces_ev_per_a": [[-0.3, -0.5, -0.2], [-0.7, 3.0, 0.5], [5.9, -6.8, 3.3], [-0.4, 1.3, -1.7], [-1.0, 0.4, -0.4], [-0.5, 1.3, 0.1], [-5.5, 4.2, -2.0], [0.2, -1.9, 0.3], [1.5, -1.2, -0.3], [0.6, -0.3, 0.2], [-0.2, 0.2, -1.1], [0.2, 0.7, 1.1], [0.3, -0.6, 0.4], [0.1, 0.4, 0.0], [-0.3, -0.3, -0.2], [0.0, -0.1, 0.0]],
  "nbo_charge": [1.0357, -0.7839, 2.3527, -0.5838, -0.5948, -0.4623, 2.3300, -0.6753, -0.6398, -0.4477, -0.2651, -0.5825, 0.2826, 0.2889, 0.2135, 0.5319]
}



No. 2
{
  "formula": "C35H33BrN4O6Pb",
  "method": "wB97M-V/def2-TZVPD",
  "total_charge": 2,
  "energy_ha": -4790.30779,
  "relative_energy_ev": 1.1328,
  "e_lumo_ha": [-0.296, -0.256],
  "largest_force_ev_per_a": 0.7,
  "gap_ev": [4.85, 5.93],
  "symbols": ["Pb", "C", "O", "C", "C", "C", "C", "C", "C", "N", "C", "N", "C", "C", "C", "C", "C", "C", "O", "C", "N", "C", "C", "C", "C", "C", "C", "O", "C", "H", "H", "H", "H", "H", "H", "H", "H", "H", "H", "H", "H", "H", "H", "H", "H", "H", "H", "H", "H", "H", "H", "O", "C", "C", "C", "C", "C", "C", "N", "H", "H", "H", "H", "H", "H", "H", "Br", "C", "C", "C", "C", "C", "C", "C", "O", "O", "H", "H", "H", "H"],
  "positions_angstrom": [[0.638, 0.907, 1.695], [0.298, -0.819, -6.743], [0.108, -0.510, -5.354], [-0.410, -1.407, -4.540], [-0.827, -2.685, -4.883], [-1.309, -3.524, -3.899], [-1.391, -3.113, -2.548], [-1.016, -1.852, -2.184], [-0.535, -0.968, -3.171], [-0.221, 0.312, -2.908], [-0.128, 0.825, -1.576], [-1.127, 1.689, -1.321], [-1.460, 2.538, -0.247], [-0.854, 2.638, 0.989], [-1.211, 3.592, 1.922], [-2.266, 4.439, 1.626], [-2.946, 4.331, 0.422], [-2.556, 3.395, -0.519], [-3.125, 3.221, -1.731], [-4.157, 4.127, -2.128], [0.800, 0.439, -0.781], [1.863, -0.346, -1.314], [2.191, -1.578, -0.758], [3.250, -2.309, -1.270], [3.985, -1.822, -2.342], [3.662, -0.597, -2.905], [2.608, 0.141, -2.396], [2.231, 1.336, -2.974], [3.039, 2.448, -2.571], [0.951, -0.046, -7.133], [-0.657, -0.790, -7.267], [0.769, -1.792, -6.875], [-0.784, -3.026, -5.907], [-1.621, -4.524, -4.171], [-1.759, -3.803, -1.801], [-1.071, -1.524, -1.151], [0.274, 0.817, -3.641], [-1.789, 1.785, -2.080], [-0.703, 3.674, 2.874], [-2.568, 5.178, 2.356], [-3.790, 4.977, 0.227], [-5.036, 4.017, -1.491], [-4.418, 3.855, -3.145], [-3.802, 5.157, -2.099], [1.587, -1.957, 0.056], [3.509, -3.264, -0.832], [4.803, -2.400, -2.751], [4.220, -0.214, -3.751], [2.702, 3.310, -3.141], [4.094, 2.263, -2.779], [2.915, 2.639, -1.501], [2.813, -0.507, 2.284], [3.620, 0.055, 3.315], [2.830, 0.788, 4.378], [3.380, 0.997, 5.636], [2.636, 1.667, 6.591], [1.357, 2.103, 6.268], [0.889, 1.870, 4.990], [1.620, 1.241, 4.065], [2.456, -1.358, 2.572], [4.299, 0.758, 2.830], [4.226, -0.720, 3.785], [4.372, 0.623, 5.855], [3.041, 1.840, 7.579], [0.738, 2.614, 6.991], [-0.105, 2.183, 4.690], [-4.819, -5.956, 3.442], [-3.645, -4.507, 3.102], [-3.561, -3.467, 4.015], [-2.716, -2.403, 3.751], [-1.952, -2.391, 2.589], [-2.035, -3.452, 1.691], [-2.885, -4.513, 1.940], [-1.044, -1.248, 2.299], [-1.113, -0.193, 2.979], [-0.199, -1.355, 1.350], [-4.152, -3.491, 4.920], [-2.642, -1.577, 4.446], [-1.411, -3.438, 0.807], [-2.956, -5.342, 1.249]],
  "atomic_forces_ev_per_a": [[-0.5, -0.3, 0.3], [0.0, 0.0, -0.4], [0.0, 0.0, 0.2], [0.1, 0.0, -0.1], [-0.1, -0.2, 0.0], [0.1, 0.0, -0.3], [0.1, 0.3, 0.3], [-0.2, -0.4, 0.2], [0.0, 0.6, 0.1], [0.0, -0.5, -0.5], [0.0, 0.2, 0.3], [-0.1, -0.4, -0.3], [-0.1, 0.2, 0.1], [0.2, -0.3, -0.2], [-0.1, 0.0, 0.1], [0.1, 0.0, 0.2], [-0.2, 0.0, -0.1], [0.3, 0.0, 0.2], [0.0, 0.0, -0.1], [-0.2, 0.0, 0.0], [-0.1, 0.1, -0.2], [0.2, 0.0, -0.2], [-0.1, 0.1, 0.0], [0.1, 0.0, 0.0], [0.0, 0.0, 0.0], [0.0, 0.0, -0.1], [-0.1, -0.1, 0.2], [0.1, 0.0, 0.0], [0.1, 0.1, 0.1], [0.0, 0.0, 0.1], [0.0, 0.0, 0.1], [0.0, 0.0, 0.1], [0.0, 0.0, 0.0], [0.0, 0.0, 0.0], [0.0, 0.0, 0.0], [0.0, 0.0, 0.0], [0.0, 0.2, 0.1], [0.0, 0.0, 0.0], [0.0, 0.0, 0.0], [0.0, 0.0, -0.1], [0.1, 0.0, 0.0], [0.0, 0.0, 0.0], [0.0, 0.0, 0.0], [0.0, 0.0, 0.0], [0.0, 0.0, 0.0], [0.0, 0.0, 0.0], [0.0, 0.0, 0.0], [0.0, 0.0, 0.0], [0.0, 0.0, 0.0], [0.0, 0.0, 0.0], [0.0, 0.0, 0.0], [-0.1, 0.0, 0.0], [0.1, 0.1, 0.1], [0.1, 0.0, 0.1], [0.0, -0.1, -0.1], [0.0, 0.0, -0.1], [0.0, 0.0, 0.0], [0.0, 0.0, 0.1], [-0.2, -0.1, -0.1], [0.1, 0.0, 0.0], [0.0, 0.0, -0.1], [0.0, 0.0, 0.0], [0.0, 0.0, 0.0], [0.0, 0.0, 0.0], [0.0, 0.0, 0.0], [0.0, 0.0, 0.0], [0.2, 0.2, 0.0], [-0.2, -0.2, 0.0], [0.0, 0.0, 0.0], [0.0, 0.0, 0.0], [0.1, 0.1, -0.1], [0.0, 0.0, 0.1], [0.0, 0.0, 0.0], [-0.2, -0.3, 0.1], [0.4, 0.4, -0.1], [0.3, 0.5, -0.1], [0.0, 0.0, 0.0], [0.0, 0.0, 0.0], [0.0, 0.0, 0.0], [0.0, 0.0, 0.0]],
  "lowdin_charge": [1.6415, 0.0074, -0.0203, -0.1783, 0.0256, 0.0119, -0.0082, 0.0317, -0.1013, 0.2002, -0.3343, 0.1835, -0.1688, -0.1725, -0.1207, -0.0472, 0.0093, -0.2175, -0.0881, -0.0306, 0.0667, -0.2060, -0.0250, -0.0559, -0.0542, 0.0093, -0.2485, -0.1389, -0.0269, 0.1086, 0.1160, 0.1049, 0.1262, 0.1318, 0.1190, 0.1159, 0.1628, 0.1531, 0.0925, 0.1226, 0.1192, 0.1051, 0.1006, 0.1059, 0.0931, 0.1144, 0.1159, 0.1312, 0.0997, 0.0988, 0.0947, -0.1511, -0.1570, -0.2537, 0.0056, -0.0172, -0.0238, -0.1122, -0.0042, 0.1090, 0.1421, 0.1396, 0.1291, 0.1250, 0.1200, 0.1096, 0.7844, -0.6686, -0.0980, 0.0005, -0.1424, -0.0197, -0.1108, -0.6051, -0.0790, -0.1386, 0.1107, 0.1243, 0.1020, 0.1040]
}



No. 3
{
  "formula": "C29H27BiN4O3S5",
  "method": "wB97M-V/def2-TZVPD",
  "total_charge": -2,
  "energy_ha": -3771.78295,
  "e_lumo_ha": 0.154,
  "largest_force_ev_per_a": 0.3,
  "gap_ev": 6.17,
  "symbols": ["Bi", "C", "C", "C", "C", "C", "C", "C", "C", "N", "C", "O", "C", "C", "C", "C", "C", "N", "C", "O", "N", "C", "C", "C", "C", "C", "C", "C", "C", "H", "H", "H", "H", "H", "H", "H", "H", "H", "H", "H", "H", "H", "H", "H", "H", "H", "H", "H", "H", "H", "S", "C", "S", "C", "C", "S", "S", "S", "N", "C", "O", "C", "C", "H", "H", "H", "H", "H", "H"],
  "positions_angstrom": [[-0.179, -0.300, 0.353], [-0.128, -1.958, -3.279], [-0.320, -3.176, -2.417], [-1.106, -4.243, -2.845], [-1.253, -5.381, -2.064], [-0.592, -5.463, -0.847], [0.195, -4.411, -0.389], [0.929, -4.493, 0.918], [0.306, -3.255, -1.166], [1.017, -2.124, -0.692], [2.324, -2.077, -0.994], [3.007, -3.012, -1.430], [2.986, -0.722, -0.833], [4.342, -0.605, -0.575], [4.874, 0.672, -0.508], [4.058, 1.769, -0.743], [2.716, 1.558, -1.034], [2.205, 0.329, -1.057], [1.834, 2.735, -1.445], [2.424, 3.826, -1.607], [0.562, 2.434, -1.597], [-0.302, 3.275, -2.268], [-1.554, 3.563, -1.686], [-1.866, 3.009, -0.324], [-2.486, 4.328, -2.374], [-2.222, 4.819, -3.646], [-0.997, 4.521, -4.230], [-0.037, 3.762, -3.570], [1.253, 3.416, -4.255], [-0.540, -2.129, -4.275], [0.931, -1.715, -3.376], [-0.618, -1.080, -2.852], [-1.599, -4.178, -3.810], [-1.870, -6.204, -2.408], [-0.683, -6.357, -0.239], [0.725, -5.442, 1.418], [0.649, -3.673, 1.582], [2.004, -4.403, 0.749], [4.936, -1.497, -0.433], [5.927, 0.812, -0.289], [4.427, 2.784, -0.734], [-1.023, 3.113, 0.357], [-2.081, 1.936, -0.388], [-2.739, 3.502, 0.109], [-3.439, 4.542, -1.899], [-2.959, 5.411, -4.176], [-0.777, 4.880, -5.231], [1.218, 3.705, -5.308], [1.439, 2.340, -4.191], [2.099, 3.910, -3.773], [1.620, 1.019, 7.744], [1.169, 0.746, 6.161], [2.028, -0.264, 5.080], [1.000, -0.097, 3.675], [-0.066, 0.719, 3.821], [-1.275, 1.135, 2.645], [-0.202, 1.444, 5.413], [1.468, -1.034, 2.268], [-4.366, -1.609, -1.425], [-3.276, -1.100, -0.789], [-2.432, -0.465, -1.405], [-3.161, -1.348, 0.692], [-1.765, -1.853, 1.030], [-4.426, -1.499, -2.422], [-5.032, -2.181, -0.943], [-3.952, -2.033, 1.022], [-3.334, -0.391, 1.198], [-1.591, -2.827, 0.566], [-1.647, -1.939, 2.110]],
  "atomic_forces_ev_per_a": [[0.0, -0.1, 0.1], [0.0, 0.0, 0.0], [0.0, 0.0, 0.0], [0.0, 0.0, 0.0], [0.0, 0.1, 0.0], [0.0, 0.0, 0.0], [0.0, -0.1, 0.0], [0.0, 0.0, 0.0], [0.1, 0.1, 0.0], [0.0, 0.1, -0.2], [0.0, 0.0, 0.1], [0.0, 0.0, 0.0], [-0.1, 0.0, -0.1], [0.0, 0.0, 0.0], [0.0, 0.0, 0.0], [0.1, 0.0, 0.0], [0.0, 0.0, 0.0], [0.0, 0.0, 0.0], [0.1, 0.1, 0.0], [0.0, 0.0, 0.1], [0.0, -0.3, -0.1], [0.0, 0.2, 0.0], [0.0, 0.0, 0.0], [0.0, 0.0, 0.0], [0.0, 0.0, 0.0], [0.1, -0.1, 0.0], [0.0, 0.0, 0.0], [0.0, 0.0, 0.1], [0.0, 0.0, -0.1], [0.0, 0.0, 0.0], [0.0, 0.0, 0.0], [0.0, 0.0, 0.0], [0.0, 0.0, 0.0], [0.0, 0.0, 0.0], [0.0, 0.0, 0.0], [0.0, 0.0, 0.0], [0.0, 0.0, 0.0], [0.0, 0.0, 0.0], [0.0, 0.0, 0.0], [0.0, 0.0, 0.0], [0.0, 0.0, 0.0], [0.0, 0.0, 0.0], [0.0, 0.0, 0.0], [0.0, 0.0, 0.0], [0.0, 0.0, 0.0], [0.0, 0.0, 0.0], [0.0, 0.0, 0.0], [0.0, 0.0, 0.0], [0.0, 0.0, 0.0], [0.0, 0.0, 0.0], [0.0, 0.0, 0.0], [0.0, 0.0, 0.0], [0.1, -0.1, 0.0], [0.0, -0.1, -0.1], [-0.1, 0.0, 0.0], [0.0, 0.1, 0.0], [-0.1, 0.1, 0.0], [0.1, 0.0, 0.1], [0.0, 0.1, 0.0], [-0.1, 0.0, 0.0], [0.0, 0.0, 0.0], [0.0, 0.0, 0.0], [0.1, -0.1, 0.0], [0.0, 0.0, 0.0], [0.0, 0.0, 0.0], [0.0, 0.0, 0.0], [0.0, 0.0, 0.0], [0.0, 0.1, 0.0], [0.0, 0.0, 0.0]],
  "nbo_charge": [1.6316, -0.6354, -0.0376, -0.2276, -0.2432, -0.2283, -0.0348, -0.6438, 0.2600, -0.8082, 0.6188, -0.6942, 0.1254, -0.2255, -0.1856, -0.2255, 0.1502, -0.4334, 0.5801, -0.7484, -0.6677, 0.2647, -0.0553, -0.6252, -0.2213, -0.2793, -0.2298, -0.0579, -0.6456, 0.1930, 0.2287, 0.2505, 0.1903, 0.1901, 0.1905, 0.1909, 0.2435, 0.2359, 0.2246, 0.1957, 0.2378, 0.2418, 0.2132, 0.1929, 0.1833, 0.1837, 0.1817, 0.1811, 0.2162, 0.2523, -0.2382, -0.5739, 0.4798, -0.4315, -0.3909, -0.3725, 0.4785, -0.3099, -0.8200, 0.6965, -0.6370, -0.5253, -0.9051, 0.3986, 0.3882, 0.1841, 0.2482, 0.2105, 0.2250]
}